Here is 11 unconnected molecules or ions with the total composition C99H209N11O11 from OMol25. Energies are from wB97M-V/def2-TZVPD.

Element x y z (Å)
C  11.29701  16.81129  13.32147
C  11.71217  17.46806  14.62911
C  12.52395  18.72528  14.24578
C  10.48837  17.90430  15.40979
C  10.78064  18.38037  16.78012
C  11.51102  17.29861  17.55784
C  12.86217  16.90813  16.90556
C  13.91679  18.01887  16.88889
C  13.44972  15.67533  17.52797
N  12.42538  16.50583  15.54066
O  13.48779  15.90887  14.81235
H  12.15218  16.85636  12.67746
H  10.97174  15.79357  13.47412
H  10.48908  17.31660  12.80828
H  13.56135  18.47198  14.09601
H  12.14301  19.13608  13.26603
H  12.57048  19.49607  14.98764
H  9.90148  18.54109  14.71343
H  9.77971  17.05538  15.58631
H  11.46894  19.25626  16.82435
H  9.90578  18.67966  17.31142
H  11.01176  16.32697  17.61357
H  11.70831  17.64276  18.59042
H  14.64206  17.73214  16.15398
H  14.35607  18.06053  17.87692
H  13.56780  19.06992  16.58798
H  13.88713  15.73559  18.51662
H  14.26645  15.29808  16.88686
H  12.68705  14.91371  17.50082
H  13.13388  15.07861  14.56946
C  18.19611  15.92456  13.97298
C  17.25020  16.57906  12.92257
C  16.57947  17.77335  13.59294
C  18.26697  17.02313  11.78676
C  17.55146  17.53636  10.49514
C  16.63745  16.36376  10.05594
C  15.61043  15.95087  11.08871
C  14.46695  16.96328  11.27037
C  15.01806  14.55700  10.50707
N  16.40673  15.57309  12.29480
O  15.71367  14.83965  13.26576
H  17.56323  15.32942  14.71166
H  18.90112  15.22012  13.50051
H  18.89741  16.60577  14.45681
H  15.65014  17.40302  14.15872
H  17.26208  18.17470  14.35559
H  16.27688  18.55359  12.94398
H  18.80754  17.83166  12.26253
H  18.96434  16.18602  11.56561
H  17.05232  18.50387  10.73715
H  18.20906  17.67567  9.65782
H  17.35096  15.53859  9.91528
H  16.15719  16.51367  9.09897
H  13.68405  16.59255  11.87029
H  14.07651  17.28037  10.28788
H  14.72051  17.88518  11.76410
H  14.01421  14.31145  10.82439
H  15.74028  13.73836  10.60007
H  14.93782  14.60442  9.42625
H  15.17602  15.43892  13.81736
C  24.54431  17.75007  15.91213
C  23.31657  16.89972  15.56581
C  22.64826  16.50550  16.91966
C  22.24018  17.65104  14.87202
C  22.46843  17.95283  13.39414
C  22.65915  16.64360  12.69806
C  23.86601  15.82817  13.28118
C  23.78227  14.51224  12.60525
C  25.25428  16.50584  12.87819
N  23.55069  15.68290  14.75463
O  24.55184  14.87004  15.37136
H  24.90500  18.12968  14.99275
H  24.25685  18.52185  16.56414
H  25.34027  17.17143  16.45393
H  23.44916  16.03872  17.51086
H  22.26950  17.38534  17.38809
H  21.83333  15.76534  16.91417
H  21.34115  17.08510  15.02031
H  22.16276  18.55241  15.50044
H  21.50532  18.45795  13.09756
H  23.31265  18.63237  13.20171
H  22.82601  16.79144  11.61188
H  21.77469  16.02777  12.70061
H  24.57901  13.84503  13.03177
H  23.95063  14.58223  11.53687
H  22.83068  14.06544  12.82430
H  26.06174  16.02554  13.44427
H  25.21690  17.58716  13.03074
H  25.33496  16.25512  11.83360
H  23.99317  14.12882  15.65493
C  15.10106  21.66370  19.16435
C  14.09109  21.60694  20.30664
C  13.00833  20.62309  19.88608
C  14.72721  21.08700  21.60313
C  15.64922  22.13498  22.22356
C  14.85873  23.42871  22.51784
C  14.24026  23.97247  21.19585
C  13.42237  25.19137  21.58918
C  15.34313  24.65034  20.30324
N  13.42746  22.88903  20.65182
O  12.86105  23.33951  19.41984
H  16.03926  22.10114  19.37652
H  15.42355  20.63259  18.90107
H  14.81947  22.24343  18.31505
H  13.40378  19.59891  19.91353
H  12.10162  20.63205  20.58145
H  12.63273  20.85074  18.87702
H  13.87632  20.86300  22.28505
H  15.28911  20.17803  21.41419
H  16.16698  21.84420  23.09871
H  16.42494  22.45090  21.50987
H  15.38748  24.18621  23.03529
H  14.04630  23.14919  23.19304
H  12.60752  24.84794  22.19621
H  13.02608  25.80549  20.75295
H  14.02832  25.89391  22.17990
H  15.80343  25.37139  20.99037
H  14.81811  25.17019  19.45794
H  16.05402  23.89178  19.86644
H  11.92938  23.12577  19.54696
C  18.85354  12.16889  19.79157
C  19.74007  13.37964  19.34586
C  19.18549  14.67866  19.84238
C  21.23098  13.40224  19.90945
C  22.21867  12.53042  19.24192
C  22.21791  12.68574  17.75756
C  20.79376  12.48692  17.15037
C  20.87287  12.87354  15.71782
C  20.48910  10.95273  17.20159
N  19.85684  13.37587  17.87071
O  18.53500  13.30635  17.27216
H  18.39787  11.65278  18.97498
H  19.55132  11.47353  20.26142
H  18.14611  12.56100  20.54265
H  19.87656  15.46622  19.53290
H  18.18051  14.97017  19.57082
H  19.15288  14.68104  20.95253
H  21.70194  14.36720  19.70144
H  21.21162  13.29327  21.02044
H  23.25585  12.73364  19.57731
H  22.04584  11.46405  19.50073
H  22.80881  11.92680  17.25855
H  22.59754  13.62953  17.45492
H  20.02389  12.51844  15.13661
H  21.70912  12.43233  15.18771
H  21.10847  13.94515  15.64739
H  20.96998  10.50449  16.38402
H  19.38191  10.78578  17.27606
H  20.82828  10.45530  18.11185
H  18.36864  14.24976  17.00657
C  27.03385  23.63608  20.54050
C  27.57988  22.33192  19.89283
C  28.80374  22.69217  19.06493
C  28.03495  21.27303  20.93259
C  26.81393  20.72813  21.72746
C  25.92783  19.95690  20.76409
C  25.47586  20.96670  19.61271
C  24.89785  20.13359  18.51964
C  24.42345  21.96295  20.12384
N  26.62970  21.65340  18.94115
O  26.14653  22.57844  18.03731
H  27.85012  24.32093  20.84071
H  26.48904  24.06514  19.68542
H  26.50585  23.42049  21.47658
H  29.47674  23.12009  19.75527
H  29.35279  21.79456  18.72552
H  28.51236  23.39991  18.25506
H  28.52356  20.39161  20.43570
H  28.76350  21.71117  21.62648
H  27.20421  20.11597  22.51581
H  26.31233  21.56071  22.19712
H  24.93047  19.70324  21.23610
H  26.46398  19.19077  20.30971
H  24.46228  20.74698  17.70403
H  24.09200  19.51317  18.75372
H  25.68008  19.50212  17.99825
H  23.50874  21.39826  20.12820
H  24.31944  22.83955  19.49854
H  24.74229  22.28317  21.10454
H  26.59805  22.45533  17.16218
C  18.92646  25.87897  19.97540
C  20.08299  26.44209  20.79712
C  19.50078  26.66223  22.15188
C  21.25295  25.41542  20.70855
C  22.47982  25.96454  21.30791
C  22.87868  27.27390  20.51334
C  21.77856  28.35555  20.52552
C  21.59861  28.87837  21.98093
C  22.19376  29.43177  19.49444
N  20.55311  27.60720  20.06055
O  19.52465  28.59735  19.96689
H  19.45196  25.79826  18.98099
H  18.61174  24.90141  20.41389
H  18.07169  26.55413  19.87274
H  18.86083  25.84190  22.41881
H  20.24391  26.77390  22.89580
H  18.97621  27.60730  22.14236
H  21.02838  24.43345  21.10866
H  21.32968  25.34416  19.63107
H  22.47585  26.16197  22.38070
H  23.29834  25.23620  21.10412
H  23.17658  27.03724  19.49983
H  23.77486  27.74191  20.85534
H  20.65156  29.25522  22.09057
H  22.36346  29.61785  22.16633
H  21.70807  28.11156  22.75861
H  21.61074  30.36579  19.55626
H  22.16950  29.07339  18.48240
H  23.25793  29.76155  19.58242
H  19.26043  28.75869  19.07185
C  20.45883  23.85032  12.99617
C  20.78283  22.68888  13.93256
C  19.83080  21.49490  13.77046
C  22.20727  22.23371  13.59426
C  23.29836  23.27918  14.04741
C  23.12078  23.36745  15.56926
C  21.74536  23.81800  16.01062
C  21.59094  23.54199  17.45478
C  21.39397  25.27500  15.65898
N  20.74860  22.94852  15.33370
O  19.42234  23.30264  15.77518
H  19.58160  24.41896  13.19131
H  21.23704  24.59628  12.90948
H  20.35890  23.42375  11.99571
H  20.07336  20.79802  14.57670
H  18.81827  21.89215  13.90668
H  19.96653  21.05645  12.77680
H  22.35994  21.34699  14.22024
H  22.21777  22.02558  12.54683
H  24.24335  22.90878  13.75280
H  23.17859  24.23108  13.49790
H  23.88730  23.88842  16.07733
H  23.19620  22.34782  15.86276
H  20.57086  23.72770  17.86541
H  22.16586  24.21950  18.03769
H  21.71946  22.45309  17.57520
H  20.32733  25.35644  15.88252
H  21.61473  25.44203  14.60464
H  22.01700  25.97015  16.29694
H  19.19572  22.47728  16.26717
C  23.75495  16.73851  25.46158
C  22.95297  17.95238  24.85198
C  23.01024  19.13138  25.82811
C  23.43282  18.42960  23.45211
C  23.14151  17.34904  22.38559
C  21.64976  17.18127  22.29643
C  21.07790  16.63248  23.62788
C  19.61248  16.68097  23.59027
C  21.53806  15.15243  23.77800
N  21.50898  17.61996  24.68929
O  21.00914  17.15534  25.97766
H  24.72472  17.19920  25.72264
H  23.30412  16.38385  26.37352
H  23.86770  15.85614  24.82102
H  23.99514  19.59937  25.77654
H  22.30788  19.91840  25.50846
H  22.90291  18.90866  26.87931
H  22.95331  19.33900  23.08347
H  24.48179  18.73423  23.54256
H  23.52730  17.60421  21.37680
H  23.60539  16.34682  22.57191
H  21.34754  16.55526  21.43803
H  21.15867  18.13687  22.20009
H  19.35681  17.72707  23.77390
H  19.06391  16.03481  24.25818
H  19.28251  16.43982  22.58384
H  21.21924  14.81499  24.72492
H  22.61020  14.99209  23.66908
H  20.99936  14.56959  22.98920
H  20.50159  17.88154  26.35017
C  15.82356  23.82377  13.28619
C  15.23831  22.64449  14.10271
C  16.21281  21.46197  13.98273
C  15.01828  22.95269  15.55500
C  13.80846  23.77143  15.83826
C  12.53845  23.17355  15.27573
C  12.63179  22.92126  13.76162
C  11.37480  22.03637  13.44529
C  12.56113  24.23457  12.91802
N  13.86641  22.06025  13.61815
O  13.99838  21.79439  12.25607
H  15.46682  23.73886  12.28226
H  15.48581  24.79644  13.57952
H  16.94099  23.78635  13.24800
H  17.09964  21.48271  14.64192
H  15.65716  20.56521  14.29514
H  16.54702  21.37688  12.96381
H  14.77871  21.91948  15.99691
H  15.95612  23.22819  15.96813
H  13.80267  23.86381  16.92892
H  13.88561  24.83167  15.57687
H  11.60227  23.80152  15.44557
H  12.41914  22.20356  15.78299
H  11.44908  21.45386  12.53803
H  10.62852  22.75404  13.21812
H  11.17271  21.41727  14.34510
H  13.08117  25.04082  13.43361
H  11.48816  24.41829  12.78452
H  12.96272  24.02483  11.92789
H  13.76907  20.86067  12.19633
C  19.25196  21.81073  20.23640
C  19.32236  20.31400  19.80821
C  20.78152  19.86760  19.81629
C  18.47595  19.58116  20.80101
C  18.14963  18.10954  20.40006
C  17.31624  18.24222  19.10655
C  18.09652  18.91537  17.99652
C  19.21410  17.92300  17.51728
C  17.11891  19.29147  16.93776
N  18.56627  20.20169  18.54604
O  19.31721  20.85498  17.49896
H  19.56725  22.38615  19.40774
H  18.18063  22.00929  20.45605
H  19.83154  21.97656  21.15673
H  20.88805  18.77627  19.82016
H  21.48434  20.21170  19.05786
H  21.20108  20.23543  20.77912
H  18.92246  19.60450  21.80433
H  17.52846  20.13245  20.79826
H  19.08862  17.55518  20.37149
H  17.55278  17.68324  21.23206
H  16.37104  18.74800  19.46176
H  17.02600  17.20732  18.84435
H  18.78880  17.01026  17.06783
H  19.81987  17.74953  18.34718
H  19.82440  18.41804  16.72573
H  16.28960  19.98038  17.10750
H  16.55804  18.37071  16.63227
H  17.57638  19.81040  16.13421
H  20.20094  20.43170  17.34561

The structure (SMILES) is CC1(C)CCCC(C)(C)N1O.CC1(C)CCCC(C)(C)N1O.CC1(C)CCCC(C)(C)N1O.CC1(C)CCCC(C)(C)N1O.CC1(C)CCCC(C)(C)N1O.CC1(C)CCCC(C)(C)N1O.CC1(C)CCCC(C)(C)N1O.CC1(C)CCCC(C)(C)N1O.CC1(C)CCCC(C)(C)N1O.CC1(C)CCCC(C)(C)N1O.CC1(C)CCCC(C)(C)N1O. As for the HOMO-LUMO gap: 8.639 eV. Its net charge is 0.

Atom charges from the Löwdin analysis, given in e for atoms 1 to 6: C -0.024; C -0.478; C -0.028; C -0.161; C -0.192; C -0.119

=====

Here is a molecular structure, C15H25CeN2O2S3 from OMol25. Energies are from wB97M-V/def2-TZVPD.

Element x y z (Å)
Ce  -0.40883  -0.11084  0.14204
N  -1.21794  2.11461  -0.98230
C  -0.22304  2.55664  -2.04497
C  0.13166  1.39162  -2.98973
C  0.36040  0.22540  -2.11636
O  -0.53498  -0.68342  -1.98579
O  1.26416  0.24713  -1.19573
H  -2.11214  1.93974  -1.44531
H  -1.39104  2.91394  -0.37181
H  0.66251  2.91695  -1.53209
H  -0.63040  3.36640  -2.64553
H  1.02780  1.64601  -3.55937
H  -0.67717  1.15762  -3.67884
C  -1.60414  -3.22902  2.68190
C  -0.28719  -3.57756  2.01603
S  0.00523  -2.94294  0.35563
C  -1.27060  -3.59387  -0.76878
C  -2.71182  -3.16413  -0.54346
S  -3.00396  -1.36452  -0.59598
C  -4.21462  -1.10179  0.70541
C  -3.84134  -1.59281  2.10344
S  -2.08618  -1.47672  2.54493
H  -1.51952  -3.45501  3.74500
H  -2.42282  -3.82817  2.29614
H  -0.16882  -4.66159  1.94957
H  0.57138  -3.21324  2.58264
H  -1.19902  -4.68199  -0.71746
H  -0.91119  -3.30845  -1.75592
H  -3.10399  -3.51665  0.40464
H  -3.32462  -3.60200  -1.33328
H  -5.14088  -1.57265  0.37053
H  -4.40136  -0.02761  0.69151
H  -4.13111  -2.62928  2.26393
H  -4.38674  -1.00360  2.84028
N  -0.08858  0.94559  2.47465
C  1.04473  1.88966  2.57661
C  1.83011  2.11479  1.46164
C  2.94147  2.94715  1.54523
C  3.23310  3.56352  2.75184
C  2.42328  3.34756  3.86497
C  1.32391  2.50200  3.78461
H  0.07905  0.18344  3.13439
H  -0.92795  1.39255  2.84987
H  1.62148  1.64435  0.51198
H  3.56918  3.11322  0.67877
H  4.09477  4.21394  2.82784
H  2.65228  3.83349  4.80496
H  0.70462  2.32372  4.65808

As for the HOMO-LUMO gap (alpha / beta): 5.066 / 5.067 eV. Its net charge is +3.

Atom charges from the Löwdin analysis, given in e for atoms 1 to 6: Ce 1.158; N 0.003; C -0.128; C -0.025; C -0.548; O -0.091

=====

Here is a gas-phase ion, C2H6NO (charge +1) from OMol25. Energies are from wB97M-V/def2-TZVPD.

Element x y z (Å)
N  0.69900  -0.81700  0.71664
C  0.14419  -0.03342  -0.46870
C  -1.01224  0.89084  -0.38237
O  0.41494  1.28342  -0.49193
H  0.06804  -1.02379  1.44469
H  1.53611  -0.25595  1.08381
H  0.94098  -1.76777  0.24884
H  0.45842  -0.60053  -1.38115
H  -1.69381  1.11239  -1.30105
H  -1.55563  1.21181  0.53122

The structure (SMILES) is [NH3+][C@H]1CO1. As for the HOMO-LUMO gap: 12.054 eV. Its net charge is +1.

Atom charges from the natural (NBO) analysis, given in e for atoms 1 to 6: N -0.718; C 0.186; C -0.126; O -0.430; H 0.447; H 0.478